The following is a quantum chemistry calculation of a molecular structure, C34H56N2SbSi3Zn, from OMol25.

Values from the calculation:
**Net charge**: +1
**Highest occupied orbital energy**: -10.5 eV
**Lowest unoccupied orbital energy**: -0.1074 hartree

Positions of all 97 atoms, in Å:
Zn: -0.0969 -0.0810 0.5588
C: 2.0229 -0.1386 3.9957
C: 1.7655 0.7379 2.7900
C: 2.4980 0.5076 1.6066
C: 3.5608 -0.5659 1.5522
C: 2.3715 1.3988 0.5256
C: 3.2191 1.1993 -0.7103
C: 1.5764 2.5554 0.6515
C: 1.6928 3.6046 -0.4319
C: 0.7979 2.7473 1.8036
C: -0.1171 3.9418 1.9449
C: 0.9036 1.8416 2.8771
C: 0.1975 2.1204 4.1853
H: 1.8302 -1.1942 3.7893
H: 1.4144 0.1428 4.8471
H: 3.0679 -0.0539 4.3008
H: 3.5133 -1.2401 2.4025
H: 4.5496 -0.0992 1.5591
H: 3.5005 -1.1672 0.6463
H: 4.2007 1.6637 -0.5755
H: 2.7607 1.6412 -1.5917
H: 3.3873 0.1452 -0.9200
H: 1.2013 3.3004 -1.3592
H: 2.7436 3.7783 -0.6647
H: 1.2746 4.5586 -0.1319
H: 0.2301 4.6094 2.7362
H: -1.1295 3.6234 2.1971
H: -0.1942 4.5169 1.0297
H: 0.9192 2.4730 4.9277
H: -0.2817 1.2296 4.5877
H: -0.5639 2.8855 4.0904
C: -4.1601 -1.1567 -1.8696
Sb: -2.0149 -0.9944 -1.7939
C: -2.0088 0.1676 0.1197
C: -2.3455 1.5378 -0.4003
C: -1.4339 2.3676 -1.0612
C: -1.8400 3.5976 -1.5419
C: -3.1587 3.9858 -1.3691
C: -4.0064 3.1125 -0.7095
N: -3.6230 1.9239 -0.2422
Si: -3.0222 -0.2296 1.6852
C: -2.8279 1.2658 2.7915
C: -4.8536 -0.5546 1.5102
C: -2.1231 -1.6714 2.5060
C: -1.3704 -3.1241 -1.5820
C: -0.2238 -3.2919 -0.6285
C: 0.4165 -4.5414 -0.5317
C: 1.4383 -4.7621 0.3607
C: 1.8468 -3.7207 1.1856
C: 1.2124 -2.5175 1.0294
N: 0.2179 -2.2769 0.1437
Si: -0.6301 -3.3534 -3.3628
C: 0.9380 -2.3246 -3.4404
C: -0.1670 -5.1168 -3.7992
C: -1.8015 -2.7724 -4.7056
Si: -2.7687 -4.3793 -1.2107
C: -2.2162 -6.1541 -0.9285
C: -3.9648 -4.4930 -2.6483
C: -3.6658 -3.9470 0.3738
H: -4.5546 -0.2534 -1.4053
H: -4.5297 -2.0364 -1.3522
H: -4.4725 -1.1895 -2.9136
H: -0.4045 2.0483 -1.1659
H: -1.1371 4.2545 -2.0407
H: -3.5222 4.9347 -1.7384
H: -5.0460 3.3714 -0.5371
H: -3.4587 2.0890 2.4498
H: -1.7948 1.6091 2.7956
H: -3.1122 1.0273 3.8220
H: -5.3245 0.2844 0.9982
H: -5.2770 -0.6193 2.5187
H: -5.1111 -1.4720 0.9845
H: -1.2436 -1.3140 3.0600
H: -1.7906 -2.4184 1.7859
H: -2.7711 -2.1767 3.2297
H: 0.0889 -5.3393 -1.1782
H: 1.9091 -5.7353 0.4245
H: 2.6366 -3.8412 1.9141
H: 1.4962 -1.6834 1.6604
H: 1.6443 -2.6107 -2.6538
H: 0.7303 -1.2569 -3.3438
H: 1.4369 -2.4810 -4.4010
H: 0.6844 -5.4954 -3.2307
H: 0.1175 -5.1324 -4.8553
H: -1.0014 -5.8115 -3.6793
H: -2.0345 -1.7068 -4.6428
H: -2.7404 -3.3257 -4.7085
H: -1.3188 -2.9454 -5.6718
H: -1.6561 -6.5852 -1.7611
H: -3.1252 -6.7519 -0.8082
H: -1.6255 -6.2753 -0.0178
H: -3.5384 -5.0928 -3.4575
H: -4.2673 -3.5326 -3.0633
H: -4.8682 -5.0071 -2.3076
H: -3.1322 -4.3561 1.2363
H: -4.6598 -4.4042 0.3613
H: -3.7864 -2.8796 0.5373

The following is a quantum chemistry calculation of a molecular structure, F6N7O24S6Zr, from OMol25.

Values from the calculation:
**Net charge**: -3
**Highest occupied orbital energy**: -0.7 eV
**Lowest unoccupied orbital energy**: 0.1681 hartree

Positions of all 44 atoms, in Å:
Zr: -0.2252 0.0310 -0.0079
N: 0.3294 -0.3754 1.9298
S: 1.0867 -1.3710 2.8610
O: 0.4707 -1.9847 4.0186
O: 2.5410 -1.3156 2.7438
F: 0.7599 -2.5376 1.8436
S: 0.2946 0.6708 3.3015
O: 1.5273 0.9816 4.0392
O: -0.9597 0.6120 4.0494
F: 0.1576 1.9909 2.4271
N: 1.2972 -0.2745 -1.3987
S: 2.7727 -1.2512 -1.5591
O: 4.1576 -0.7910 -1.6130
O: 2.4789 -2.5688 -2.0231
F: 2.5687 -1.6045 0.0188
S: 1.8028 0.3445 -2.7334
O: 1.5338 -0.4831 -3.8847
O: 2.8663 1.3437 -2.6275
F: 0.5143 1.2785 -3.0754
N: -1.2845 -1.7107 -0.2066
S: -2.5050 -2.5102 0.7378
O: -2.4421 -3.8796 1.1033
O: -3.7602 -1.8765 0.5353
F: -1.9367 -1.7421 2.1023
S: -1.3485 -2.9183 -1.2456
O: -2.6300 -3.2017 -1.8496
O: -0.4439 -3.9738 -0.8808
F: -0.5596 -2.0850 -2.4562
N: -3.0986 1.6485 0.9005
O: -3.7557 1.7322 1.9178
O: -3.3376 2.3512 -0.0409
O: -2.0823 0.9436 0.8640
N: 0.2118 3.4179 -0.6830
O: 0.0137 2.2106 -0.4036
O: -0.2258 4.1700 0.1644
O: 0.7041 3.7569 -1.7093
N: -2.5519 0.5361 -2.7525
O: -2.4012 1.3219 -3.6890
O: -1.7387 0.5168 -1.8279
O: -3.4480 -0.2509 -2.7903
N: 3.1526 2.2091 1.0209
O: 4.3583 1.9489 1.1180
O: 2.3178 1.3521 0.7409
O: 2.8175 3.3374 1.0202

> Among the records above, which one has the lowest lowest unoccupied orbital energy?

C34H56N2SbSi3Zn

> The lowest lowest unoccupied orbital energy belongs to which entry?

C34H56N2SbSi3Zn

Please write out number 2 again, unchanged.
The following is a quantum chemistry calculation of a molecular structure, F6N7O24S6Zr, from OMol25.

Values from the calculation:
**Net charge**: -3
**Highest occupied orbital energy**: -0.7 eV
**Lowest unoccupied orbital energy**: 0.1681 hartree

Positions of all 44 atoms, in Å:
Zr: -0.2252 0.0310 -0.0079
N: 0.3294 -0.3754 1.9298
S: 1.0867 -1.3710 2.8610
O: 0.4707 -1.9847 4.0186
O: 2.5410 -1.3156 2.7438
F: 0.7599 -2.5376 1.8436
S: 0.2946 0.6708 3.3015
O: 1.5273 0.9816 4.0392
O: -0.9597 0.6120 4.0494
F: 0.1576 1.9909 2.4271
N: 1.2972 -0.2745 -1.3987
S: 2.7727 -1.2512 -1.5591
O: 4.1576 -0.7910 -1.6130
O: 2.4789 -2.5688 -2.0231
F: 2.5687 -1.6045 0.0188
S: 1.8028 0.3445 -2.7334
O: 1.5338 -0.4831 -3.8847
O: 2.8663 1.3437 -2.6275
F: 0.5143 1.2785 -3.0754
N: -1.2845 -1.7107 -0.2066
S: -2.5050 -2.5102 0.7378
O: -2.4421 -3.8796 1.1033
O: -3.7602 -1.8765 0.5353
F: -1.9367 -1.7421 2.1023
S: -1.3485 -2.9183 -1.2456
O: -2.6300 -3.2017 -1.8496
O: -0.4439 -3.9738 -0.8808
F: -0.5596 -2.0850 -2.4562
N: -3.0986 1.6485 0.9005
O: -3.7557 1.7322 1.9178
O: -3.3376 2.3512 -0.0409
O: -2.0823 0.9436 0.8640
N: 0.2118 3.4179 -0.6830
O: 0.0137 2.2106 -0.4036
O: -0.2258 4.1700 0.1644
O: 0.7041 3.7569 -1.7093
N: -2.5519 0.5361 -2.7525
O: -2.4012 1.3219 -3.6890
O: -1.7387 0.5168 -1.8279
O: -3.4480 -0.2509 -2.7903
N: 3.1526 2.2091 1.0209
O: 4.3583 1.9489 1.1180
O: 2.3178 1.3521 0.7409
O: 2.8175 3.3374 1.0202